Entry 1:
20
Properties=species:S:1:pos:R:3:forces:R:3:mulliken_spin:R:1 method="wB97M-V/def2-TZVPD" de_lowest_kj_mol=511.8 spin_multiplicity=2
Cs -2.564 -3.958 3.098 0.31 0.59 -0.35 0.001
O -0.117 -1.117 1.917 -1.53 0.62 -1.65 0.003
O -0.376 0.639 0.324 -3.57 -3.96 7.33 0.118
O -2.048 -0.958 0.688 1.47 -0.51 1.65 0.026
O 2.826 0.518 1.530 -0.12 -0.43 0.51 0.001
C -2.371 -0.764 -0.685 1.01 0.70 0.13 -0.029
C 1.386 1.040 -0.393 2.82 2.82 -3.14 0.714
C -1.143 -0.216 -1.395 1.91 -1.13 -5.52 0.186
C -0.774 -0.465 1.010 1.58 3.66 -0.43 0.035
C 2.544 1.424 0.546 0.21 -0.81 0.36 -0.017
Li 1.689 -0.693 2.117 0.23 0.75 -0.43 0.004
H 2.345 2.455 0.926 -0.21 -0.39 0.18 0.000
H 1.718 0.735 -1.399 1.02 -1.31 0.12 0.020
H -2.659 -1.747 -1.085 0.05 0.19 0.11 0.008
H -0.765 -1.018 -2.044 -0.93 -0.37 -0.66 -0.005
H 0.397 0.033 -1.340 -3.33 -0.26 0.85 -0.059
H 3.423 1.586 -0.125 -0.11 -0.10 0.01 0.031
H -3.241 -0.096 -0.741 0.26 0.01 -0.06 0.004
H 1.209 2.038 -0.853 -1.45 0.00 0.69 -0.035
H -1.478 0.564 -2.095 0.38 -0.06 0.28 -0.006

***

Entry 2:
18
Properties=species:S:1:pos:R:3:forces:R:3:mulliken_charge:R:1 method="wB97M-V/def2-TZVPD" de_lowest_kj_mol=373.3 spin_multiplicity=1
Cu -0.296 0.481 -1.437 -0.79 -0.27 -0.08 0.104
O 1.272 -0.226 -2.986 0.59 -2.91 -1.18 -0.119
O 0.034 -1.323 -0.307 2.69 -0.20 -1.02 -0.363
O -0.092 1.252 0.549 -0.25 0.25 -0.33 -0.150
C -0.663 -1.023 0.876 -0.65 -0.11 -0.10 -0.529
C 1.459 -1.309 -3.373 -0.59 2.97 1.21 0.133
C 0.657 2.395 0.901 0.29 0.31 0.20 -0.737
C -0.021 0.197 1.496 0.40 -0.35 0.29 -0.346
C -0.796 -1.692 -1.463 -4.07 -1.41 1.96 -0.817
H 0.363 2.756 1.899 0.05 -0.05 -0.22 0.274
H 0.450 3.175 0.159 0.06 -0.22 0.20 0.246
H -1.726 -0.816 0.664 0.30 -0.06 -0.15 0.332
H -1.187 -2.673 -1.121 -0.95 0.59 0.55 0.203
H 1.037 -0.015 1.724 -0.22 0.11 -0.02 0.364
H -0.539 0.486 2.425 0.11 -0.06 -0.22 0.340
H -0.627 -1.868 1.583 0.07 0.14 -0.17 0.327
H 1.735 2.166 0.910 -0.27 0.07 -0.01 0.330
H -1.060 -1.965 -2.499 3.23 1.18 -0.89 0.410

***

Entry 3:
15
Properties=species:S:1:pos:R:3:forces:R:3:mulliken_charge:R:1 method="wB97M-V/def2-TZVPD" de_lowest_kj_mol=524.5 spin_multiplicity=1
F 1.788 1.507 -0.357 -0.23 -0.30 0.11 -0.289
C 0.068 -0.054 -0.227 0.09 -0.77 0.93 -0.174
C 1.369 0.212 -0.105 -1.15 0.80 -1.11 0.568
C -2.479 1.705 -0.064 0.43 1.02 -4.08 -1.052
C 2.542 -0.713 0.068 -0.69 2.81 -0.17 -0.934
C -0.912 -1.217 0.069 1.09 2.92 1.58 -0.965
H -2.194 1.681 0.899 -0.07 -0.43 3.52 0.434
H -3.483 1.691 -0.526 0.84 -0.14 0.69 0.311
H -0.258 -2.046 0.157 0.23 -1.37 0.32 0.395
H 3.201 -0.251 0.789 0.21 -0.10 0.40 0.299
H -1.598 2.086 -0.627 -1.13 -0.32 -0.15 0.306
H -1.520 -1.013 1.013 1.09 -0.36 -1.08 0.246
H 3.082 -0.755 -0.870 -0.09 -0.82 -0.15 0.263
H 2.003 -1.493 0.483 0.17 -2.69 0.45 0.290
H -1.610 -1.340 -0.702 -0.80 -0.26 -1.26 0.303